The following is a DFT calculation (wB97M-V/def2-TZVPD) of a cluster of 10 separate species, C38H70F2O30 in total.

Results
Structure (SMILES): O=C1OC[C@@H](F)O1.O=C1OC[C@@H](F)O1.CCOC(=O)OC.CCOC(=O)OC.CCOC(=O)OC.CCOC(=O)OC.CCOC(=O)OC.CCOC(=O)OC.CCOC(=O)OC.CCOC(=O)OC
Net charge: 0
HOMO level (Ha): -0.38536
Orbital gap (eV): 10.7305
Energy above the lowest of the compared OMol25 structures with the same formula, charge and spin (eV): 0.000

Each line ends with the Mulliken charge.
Positions of all 140 atoms, in Å:
C (-2.479304, 2.053354, -2.233747)  0.417
C (-3.006884, 3.345740, -2.818656)  -0.540
O (-4.321461, 3.251908, -3.400798)  -0.362
C (-4.526502, 3.061504, -4.692047)  0.719
O (-5.623727, 2.966612, -5.100680)  -0.585
O (-3.401846, 3.041979, -5.383577)  -0.238
C (-3.472901, 2.735666, -6.778846)  -0.735
H (-2.270189, 1.224183, -2.915074)  0.499
H (-3.061869, 1.660723, -1.403067)  -0.611
H (-1.481822, 2.209017, -1.801851)  0.103
H (-2.308588, 3.805674, -3.521973)  0.181
H (-3.114391, 4.186134, -2.133665)  0.340
H (-2.439744, 2.824763, -7.102880)  0.207
H (-4.045953, 3.515714, -7.282643)  0.308
H (-3.914977, 1.769992, -7.006038)  0.336
C (2.190521, 1.759091, 7.614952)  -1.237
C (3.232725, 2.269688, 6.664457)  0.019
O (4.185057, 1.261100, 6.334527)  -0.284
C (5.243812, 1.583692, 5.624633)  0.822
O (5.431554, 2.598875, 5.011852)  -0.565
O (6.093356, 0.560124, 5.669005)  -0.344
C (7.195198, 0.578707, 4.783186)  -0.419
H (1.527016, 2.538223, 7.987123)  0.384
H (2.636303, 1.295745, 8.497102)  0.330
H (1.572538, 1.010733, 7.121361)  0.271
H (3.735619, 3.187653, 6.984013)  0.344
H (2.762020, 2.595762, 5.738355)  0.094
H (6.995729, 1.235152, 3.936441)  0.079
H (7.343865, -0.414976, 4.360689)  0.260
H (8.126452, 0.863481, 5.269753)  0.269
C (-5.146881, -4.416053, -2.250978)  -1.294
C (-3.976109, -3.496744, -1.916143)  0.346
O (-4.265917, -2.192304, -2.447152)  -0.357
C (-5.005127, -1.377276, -1.727778)  0.762
O (-5.570770, -1.658042, -0.724721)  -0.587
O (-4.966085, -0.183310, -2.267037)  -0.240
C (-5.777239, 0.868697, -1.761316)  -0.641
H (-5.074943, -5.244053, -1.539300)  0.339
H (-5.074406, -4.856272, -3.245605)  0.330
H (-6.092970, -3.898346, -2.140046)  0.352
H (-3.001885, -3.834214, -2.256904)  0.030
H (-3.892202, -3.438190, -0.829244)  0.168
H (-5.900279, 1.548999, -2.600212)  0.136
H (-5.264257, 1.378386, -0.948823)  0.240
H (-6.790025, 0.564333, -1.502169)  0.407
C (-2.884371, -0.244244, 1.453715)  -1.106
C (-1.477217, -0.627267, 1.014941)  0.206
O (-0.637519, 0.490793, 0.687425)  0.132
C (0.211684, 0.908188, 1.610586)  0.313
O (0.102938, 0.693152, 2.796370)  -0.750
O (1.026233, 1.794139, 1.072498)  0.106
C (2.025191, 2.413395, 1.874319)  -0.839
H (-3.331420, 0.432437, 0.718171)  -0.095
H (-2.870234, 0.212145, 2.439650)  0.349
H (-3.519702, -1.121266, 1.315908)  0.518
H (-1.577643, -1.086159, 0.028755)  0.017
H (-1.025743, -1.328524, 1.712340)  0.199
H (1.680433, 2.928268, 2.771609)  0.201
H (2.367581, 3.210947, 1.218169)  0.262
H (2.795610, 1.712377, 2.179626)  0.377
C (1.044158, -0.530646, -2.056830)  -0.582
C (0.098215, -0.809308, -3.195786)  0.326
O (0.615335, -1.917323, -3.972036)  -0.165
C (1.354047, -1.657205, -5.044184)  0.572
O (1.764600, -0.576881, -5.323980)  -0.553
O (1.453213, -2.774835, -5.746519)  -0.271
C (2.055501, -2.608300, -7.026744)  -0.777
H (1.033134, -1.378512, -1.368899)  0.291
H (0.629966, 0.294413, -1.464355)  -0.242
H (2.061947, -0.244227, -2.306977)  0.491
H (-0.080624, -0.014103, -3.922316)  0.025
H (-0.890488, -1.054525, -2.807528)  -0.055
H (1.617998, -1.885667, -7.714013)  0.302
H (1.995105, -3.542833, -7.583023)  0.238
H (3.110040, -2.390403, -6.862955)  0.341
C (6.126247, 3.953520, 2.155167)  -0.778
C (6.971223, 4.672238, 1.100369)  -0.507
O (6.218236, 4.956419, -0.119489)  -0.393
C (5.983987, 3.950403, -0.960644)  0.819
O (6.396128, 2.818246, -0.852335)  -0.589
O (5.354625, 4.458141, -2.022503)  -0.382
C (5.050046, 3.579265, -3.108687)  -0.349
H (5.103398, 4.306427, 2.248675)  0.225
H (6.574297, 4.253026, 3.108928)  0.393
H (6.219549, 2.880323, 2.038584)  0.249
H (7.850981, 4.085021, 0.847828)  0.304
H (7.248646, 5.682479, 1.381496)  0.359
H (4.740499, 4.095057, -4.006328)  0.274
H (4.338214, 2.840689, -2.746584)  0.035
H (5.946181, 3.024696, -3.408111)  0.352
C (1.148131, -5.853141, -3.644031)  -1.413
C (0.406577, -4.881332, -2.755165)  0.233
O (-0.042975, -5.558753, -1.601921)  -0.263
C (-0.644399, -4.907954, -0.603145)  0.607
O (-0.884546, -3.745934, -0.557553)  -0.272
O (-0.887528, -5.762771, 0.380159)  -0.300
C (-0.520104, -7.147974, 0.317777)  -0.712
H (1.702702, -5.399563, -4.463951)  0.327
H (0.452942, -6.549398, -4.120369)  0.327
H (1.870608, -6.448129, -3.080482)  0.363
H (-0.362896, -4.404194, -3.372201)  0.220
H (1.044414, -4.012170, -2.570133)  0.058
H (-1.400589, -7.647257, 0.704957)  0.277
H (0.297307, -7.258416, 1.035186)  0.274
H (-0.103954, -7.541478, -0.601373)  0.296
C (-4.482682, -5.287569, 7.676172)  -1.160
C (-3.545690, -4.185731, 7.260374)  -0.210
O (-2.997651, -4.548773, 5.995919)  -0.305
C (-1.856892, -4.017801, 5.565439)  0.725
O (-1.073032, -3.449912, 6.261242)  -0.569
O (-1.822625, -4.166957, 4.256115)  -0.247
C (-0.648033, -3.668614, 3.591866)  -0.325
H (-4.881019, -5.110794, 8.674676)  0.380
H (-4.061073, -6.289864, 7.601040)  0.311
H (-5.344583, -5.341410, 7.005242)  0.295
H (-2.748486, -3.979225, 7.974359)  0.306
H (-4.099797, -3.251818, 7.137409)  0.261
H (-0.551972, -2.625888, 3.904251)  0.286
H (-0.787836, -3.698786, 2.518250)  -0.104
H (0.202554, -4.228942, 3.972985)  0.352
C (-1.101507, 4.269884, 2.667470)  -0.116
C (-1.945647, 3.104341, 3.236139)  1.106
O (-3.128832, 3.196469, 2.474764)  -0.372
C (-2.927012, 3.903941, 1.342039)  0.654
O (-3.580967, 3.828268, 0.374405)  -0.463
O (-1.799983, 4.628328, 1.451602)  -0.369
F (-2.289116, 3.438954, 4.550914)  -0.373
H (-0.083524, 4.089371, 2.342155)  -0.079
H (-1.156603, 5.098936, 3.371869)  0.328
H (-1.475113, 2.121463, 3.211416)  -0.258
C (0.428879, 3.283113, -4.728869)  -0.335
C (1.856922, 2.685055, -4.806332)  0.265
O (2.050952, 2.220725, -3.496504)  -0.161
C (1.343828, 3.030152, -2.658742)  0.573
O (1.453188, 3.047979, -1.471686)  -0.478
O (0.395916, 3.670577, -3.361811)  -0.319
F (2.710675, 3.728464, -5.098258)  -0.350
H (-0.259663, 2.458346, -4.933991)  0.091
H (0.303520, 4.099764, -5.429892)  0.410
H (1.954485, 1.870820, -5.518565)  0.335

Atoms 1-3, force components in eV/Å:
0.8201 -0.1875 0.5914
0.4570 0.9799 -0.4060
0.3632 -0.1258 0.7350


The following is a DFT calculation (wB97M-V/def2-TZVPD) of the ion C3H7BrNO with charge +1.

Results
Structure (SMILES): OCC/[NH+]=C/Br
Net charge: +1
HOMO level (Ha): -0.54861
Orbital gap (eV): 9.6786
Energy above the lowest of the compared OMol25 structures with the same formula, charge and spin (eV): 1.350

Each line ends with the Mulliken charge.
Positions of all 13 atoms, in Å:
C (-0.520257, -0.692570, 0.337071)  -0.752
C (-1.385463, 0.443093, -0.335997)  -0.208
C (1.781457, -0.788727, -0.263653)  0.102
N (0.868941, -0.290796, 0.470240)  -0.056
O (-0.699405, 1.655897, 0.109068)  -0.577
Br (3.448992, 0.070952, -0.065895)  0.018
H (-0.850041, -0.917248, 1.267202)  0.378
H (-0.527066, -1.652021, -0.140191)  0.422
H (-1.129713, 0.293756, -1.435345)  0.238
H (-2.456479, 0.392262, -0.178405)  0.376
H (1.788981, -1.688547, -0.764177)  0.395
H (-1.279820, 2.542592, 0.120912)  0.352
H (0.959871, 0.631354, 0.879170)  0.313

Atoms 1-3, force components in eV/Å:
-0.5783 0.4891 -1.5275
3.0365 0.0624 -1.4808
2.4952 3.0369 2.7363